No. 1
# C31H26AuBrN5PS

A structure of composition C31H26AuBrN5PS in a non-equilibrium geometry (ωB97M-V/def2-TZVPD, the OMol25 dataset).

Computed properties:
Lowest unoccupied orbital energy ... -0.967 eV
Total charge ... 0
HOMO level ... -7.38 eV
Multiplicity ... 1

Element x y z (Å)
Au 0.1650 0.1006 -0.1549
N -1.5980 2.3566 3.2034
C -1.0794 1.4756 2.3224
S -1.2860 1.8791 0.6313
N -0.4997 0.4165 2.8076
N 0.0482 -0.4504 2.0140
C 0.8518 -1.4400 2.3053
C 1.4448 -2.1538 1.2468
C 2.3715 -3.1907 1.4816
C 2.9712 -3.8327 0.4380
C 2.6497 -3.4444 -0.8758
C 1.7550 -2.4215 -1.0512
N 1.1406 -1.8010 -0.0434
H -1.9221 3.2413 2.8555
H -1.3231 2.2654 4.1669
H 1.0953 -1.6697 3.3357
H 2.5915 -3.4594 2.5025
H 3.6934 -4.6142 0.6106
H 3.0893 -3.9381 -1.7263
H 1.4932 -2.0725 -2.0419
N -1.4760 -0.7715 -0.8219
P -2.1308 -2.1677 -0.6556
C -1.2915 -3.5432 0.2195
C -1.3089 -3.4636 1.6096
C -0.7231 -4.4565 2.3698
C -0.1169 -5.5345 1.7455
C -0.0795 -5.6063 0.3630
C -0.6626 -4.6122 -0.4011
C -3.6905 -2.1466 0.2876
C -4.3408 -3.3499 0.5448
C -5.5141 -3.3483 1.2736
C -6.0317 -2.1497 1.7459
C -5.3754 -0.9552 1.4960
C -4.2006 -0.9512 0.7622
C -2.5890 -2.7713 -2.3106
C -3.9107 -2.9362 -2.7024
C -4.1964 -3.3092 -4.0052
C -3.1724 -3.4977 -4.9184
C -1.8556 -3.2929 -4.5379
C -1.5659 -2.9189 -3.2407
H -1.8213 -2.6325 2.0795
H -0.7565 -4.3931 3.4489
H 0.3125 -6.3299 2.3347
H 0.3935 -6.4463 -0.1249
H -0.6658 -4.6841 -1.4795
H -3.9159 -4.2734 0.1752
H -6.0192 -4.2802 1.4798
H -6.9458 -2.1532 2.3194
H -5.7745 -0.0255 1.8762
H -3.6614 -0.0368 0.5510
H -4.7118 -2.7713 -1.9935
H -5.2255 -3.4468 -4.3046
H -3.4021 -3.7928 -5.9306
H -1.0576 -3.4157 -5.2540
H -0.5498 -2.7241 -2.9274
Br 6.0119 2.5271 2.0983
C 4.3548 1.9564 1.3434
C 3.1792 2.5805 1.7091
C 1.9772 2.1034 1.2108
C 1.9146 1.0151 0.3449
C 3.1291 0.4560 -0.0482
C 4.3426 0.9092 0.4430
H 3.1972 3.4254 2.3820
H 1.0740 2.6098 1.5179
H 3.1463 -0.3649 -0.7525
H 5.2666 0.4424 0.1323

Forces on atoms 1 to 3 (eV/Å):
-0.576 1.059 -1.063
0.103 -0.208 -0.101
-0.420 0.329 -1.606

=====

No. 2
# C31H26Br5N6O12STi

A structure of composition C31H26Br5N6O12STi (ωB97M-V/def2-TZVPD, the OMol25 dataset).

Computed properties:
Lowest unoccupied orbital energy (spin up / spin down) ... 3.413 / 3.401 eV
Total charge ... -2
HOMO level (spin up / spin down) ... -0.75 / -3.44 eV
Multiplicity ... 4

Element x y z (Å)
Ti -0.1812 -0.6063 0.8756
O -0.8665 4.9981 -1.9913
C -1.5013 3.8516 -2.2515
C -2.7283 3.5095 -1.6725
C -3.2978 2.3000 -2.0076
N -2.7523 1.4120 -2.8503
C -1.5973 1.7587 -3.3621
Br -0.7411 0.4679 -4.4854
C -0.9292 2.9484 -3.1437
H -1.0386 5.2598 -1.0395
H -3.1980 4.1755 -0.9596
H -4.2494 2.0103 -1.5761
H 0.0245 3.1633 -3.6019
O 1.1161 -2.2009 1.0697
C 1.7848 -2.6301 2.0403
C 1.9337 -2.0119 3.3012
C 2.8281 -2.5685 4.2576
C 3.0270 -1.9280 5.4766
C 2.3293 -0.7202 5.7294
C 1.4622 -0.1831 4.8193
C 1.2196 -0.8190 3.5741
O 0.3759 -0.2915 2.7315
N 3.9025 -2.4244 6.4295
O 4.0474 -1.7980 7.5388
O 4.5431 -3.4944 6.1560
H 2.3429 -3.5623 1.8784
H 3.3672 -3.4814 4.0475
H 2.5256 -0.2348 6.6760
H 0.9628 0.7614 4.9995
Br -1.7420 -5.8646 -3.3245
C -1.8126 -4.5977 -1.9193
C -2.5879 -4.8354 -0.7981
Br -3.6146 -6.4183 -0.6461
C -2.6046 -3.8957 0.2427
Br -3.5981 -4.1583 1.8313
C -1.8723 -2.7205 0.1636
O -1.7962 -1.8228 1.1097
C -1.1113 -2.4459 -1.0170
O -0.4588 -1.3069 -1.0169
C -1.0706 -3.4080 -2.0135
Br 0.0782 -3.0913 -3.4878
C 0.3105 3.3196 7.5741
C -0.8412 2.6033 6.8850
S -1.5420 3.6602 5.6269
O -2.2206 4.7495 6.2904
O -0.5173 3.9400 4.6580
C -2.7688 2.6018 4.8800
C -3.2867 3.1519 3.5470
N -2.5106 2.6772 2.4129
C -2.3062 1.3637 2.1121
N -1.4056 1.2385 1.1587
C -0.9901 2.5117 0.8225
C -1.6875 3.4219 1.5711
N -1.7324 4.7909 1.4459
O -0.8618 5.3336 0.6495
O -2.6457 5.4732 2.0334
C -3.0260 0.2473 2.7839
H 0.7592 2.6635 8.3191
H -0.0377 4.2269 8.0670
H 1.0757 3.5894 6.8475
H -1.6487 2.3569 7.5760
H -0.5069 1.6932 6.3855
H -3.5741 2.5119 5.6095
H -2.2945 1.6293 4.7575
H -3.2506 4.2399 3.5080
H -4.3285 2.8535 3.4212
H -0.2542 2.6972 0.0636
H -3.9684 0.5897 3.2126
H -2.4179 -0.2031 3.5739
H -3.2161 -0.5442 2.0640
O 1.2215 0.6838 -0.0206
N 2.2281 0.0058 -0.5446
C 2.1389 -0.4314 -1.8094
C 3.1774 -1.1593 -2.3518
C 4.2977 -1.4372 -1.5884
C 4.3549 -0.9740 -0.2816
C 3.3000 -0.2516 0.2237
H 1.2057 -0.2105 -2.3060
H 3.0759 -1.5222 -3.3639
H 5.1115 -2.0192 -1.9991
H 5.1985 -1.1814 0.3606
H 3.2317 0.1276 1.2330

Forces on atoms 1 to 3 (eV/Å):
-0.640 0.306 -0.027
-0.070 -0.125 0.001
0.000 0.101 -0.072

=====

Listing energy above the lowest of the compared OMol25 structures with the same formula, charge and spin for the structures above in their given order: 0.000; 0.000 eV.